# 1
# C34H53BaN2O2P2

A molecular structure, C34H53BaN2O2P2 in a non-equilibrium geometry (ωB97M-V/def2-TZVPD, the Open Molecules 2025 dataset).

Its total charge is +1. The energy relative to the best compared isomer or geometry (same formula, charge and spin) comes out at 1.9 kcal per mole. For the highest occupied orbital energy, the calculation gives -8.02 eV.

Last column: Löwdin charge in e.
CARTESIAN COORDINATES (ANGSTROEM)
C -1.405 -1.320 -2.347  -0.395
C 0.786 -2.024 -1.915  -0.374
C -1.604 -2.332 -3.287  -0.086
C 0.590 -3.141 -2.776  -0.050
C -0.600 -3.291 -3.462  -0.077
H -2.536 -2.351 -3.847  0.100
H 1.420 -3.835 -2.893  0.107
H -0.758 -4.128 -4.140  0.107
N -0.285 -1.209 -1.615  -0.021
P -2.857 -0.035 -0.338  1.003
P 2.841 -0.481 -0.503  0.918
C -2.498 -0.255 -2.132  -0.276
H -2.134 0.705 -2.539  0.070
H -3.402 -0.520 -2.698  0.080
C 2.099 -1.800 -1.399  -0.341
H 2.764 -2.656 -1.565  0.053
C 4.102 0.209 -1.764  -0.689
C 3.644 -1.324 1.082  -0.689
C -3.770 1.627 -0.284  -0.709
C -3.936 -1.583 0.023  -0.677
C 4.359 1.679 -1.398  -0.105
H 4.854 1.782 -0.423  0.070
H 5.015 2.120 -2.160  0.086
H 3.429 2.260 -1.370  0.056
C 5.404 -0.592 -1.758  -0.102
H 5.973 -0.485 -0.825  0.067
H 5.229 -1.656 -1.962  0.081
H 6.040 -0.210 -2.571  0.090
C 3.485 0.111 -3.163  -0.099
H 4.148 0.606 -3.884  0.097
H 3.348 -0.930 -3.476  0.086
H 2.513 0.606 -3.206  0.024
C 4.548 -0.298 1.790  -0.102
H 3.988 0.592 2.113  0.074
H 4.978 -0.768 2.689  0.088
H 5.389 0.040 1.169  0.066
C 2.496 -1.737 2.023  -0.169
H 1.967 -0.874 2.467  0.007
H 1.771 -2.410 1.541  0.073
H 2.921 -2.287 2.874  0.095
C 4.453 -2.563 0.702  -0.100
H 5.298 -2.341 0.041  0.060
H 4.874 -2.992 1.625  0.088
H 3.833 -3.333 0.232  0.078
C -4.670 -1.377 1.359  -0.096
H -5.235 -2.294 1.588  0.094
H -3.976 -1.204 2.193  0.062
H -5.391 -0.548 1.329  0.065
C -2.972 -2.781 0.150  -0.085
H -2.474 -3.006 -0.803  0.074
H -2.198 -2.609 0.915  0.035
H -3.554 -3.666 0.456  0.100
C -4.948 -1.874 -1.086  -0.086
H -5.567 -2.725 -0.767  0.096
H -5.621 -1.032 -1.280  0.066
H -4.470 -2.163 -2.027  0.072
C -3.003 2.661 -1.136  -0.100
H -3.164 2.501 -2.211  0.083
H -3.382 3.666 -0.896  0.093
H -1.919 2.657 -0.942  0.058
C -3.792 2.090 1.188  -0.104
H -2.779 2.191 1.609  0.053
H -4.274 3.078 1.239  0.091
H -4.360 1.404 1.832  0.070
C -5.198 1.489 -0.817  -0.097
H -5.223 1.101 -1.843  0.083
H -5.833 0.857 -0.183  0.068
H -5.661 2.488 -0.838  0.093
Ba 0.112 0.299 0.855  1.585
C -1.111 -1.663 3.010  -0.007
O -1.794 -2.133 3.810  0.076
N 0.644 1.620 -1.351  -0.006
C 0.814 1.873 -2.492  -0.147
C 0.881 2.621 -3.714  -0.217
C 0.646 4.001 -3.604  -0.024
C 1.128 2.055 -4.980  -0.018
C 0.628 4.813 -4.738  -0.059
H 0.470 4.430 -2.616  0.121
C 1.126 2.871 -6.112  -0.054
H 1.311 0.986 -5.077  0.121
C 0.865 4.241 -5.993  -0.058
H 0.430 5.884 -4.631  0.115
H 1.323 2.441 -7.096  0.115
H 0.845 4.881 -6.877  0.114
C 0.357 3.579 4.433  -0.002
C -0.318 2.370 3.894  -0.446
C -1.157 1.627 4.877  0.002
O -0.197 2.005 2.698  -0.261
H -0.402 4.288 4.793  0.111
H 0.984 4.050 3.672  0.098
H 0.966 3.286 5.301  0.107
H -2.037 2.237 5.133  0.115
H -1.483 0.649 4.508  0.062
H -0.578 1.497 5.804  0.107

# 2
# C34H53ClN2O4

C34H53ClN2O4 in the gas phase in a non-equilibrium geometry (ωB97M-V/def2-TZVPD, the Open Molecules 2025 dataset).

The energy relative to the best compared isomer or geometry (same formula, charge and spin) comes out at 335.2 kcal per mole. For the highest occupied orbital energy, the calculation gives -8.71 eV.

Last column: Löwdin charge in e.
CARTESIAN COORDINATES (ANGSTROEM)
C 0.790 -1.677 4.376  0.058
C 1.006 -2.712 3.573  -0.097
C 1.368 -3.915 2.540  -0.153
C 1.497 -3.346 1.024  -0.049
C 0.497 -3.769 -0.143  -0.040
C -0.772 -4.776 0.102  -0.162
C -2.070 -3.778 0.260  -0.200
C -3.402 -4.540 0.760  -0.191
C -4.438 -3.377 1.286  -0.218
C -5.403 -2.800 0.126  -0.218
C -6.945 -2.560 0.626  -0.210
C -7.935 -2.117 -0.587  -0.180
C -8.456 -0.575 -0.455  -0.224
O -9.306 -0.460 0.737  -0.248
C -10.148 0.723 0.672  -0.135
C 0.618 -3.217 -1.648  -0.120
N -0.369 -3.638 -2.689  0.030
C 1.768 -2.202 -2.007  0.034
C 2.721 -1.798 -0.810  0.030
C 2.680 -2.314 0.674  -0.029
C 3.775 -1.813 1.743  -0.155
C 3.620 -0.247 2.166  -0.193
C 5.103 0.440 2.145  -0.214
C 5.036 2.023 1.733  -0.215
C 3.969 2.870 2.618  -0.218
C 3.819 4.348 1.964  -0.211
C 2.264 4.569 1.557  -0.209
C 2.261 5.447 0.173  -0.216
C 1.059 6.543 0.218  -0.171
C -0.299 5.767 -0.262  -0.227
O -1.440 6.507 0.271  -0.247
C -2.434 6.695 -0.772  -0.144
C 3.682 -0.762 -1.569  -0.294
O 4.552 -0.106 -0.907  0.020
N 3.389 -0.660 -3.046  -0.027
C 4.700 -1.140 -3.608  -0.166
C 5.793 0.074 -3.834  -0.604
C 6.275 0.069 -5.385  -0.169
Cl 4.990 1.736 -3.531  0.531
C 2.174 -1.464 -3.370  -0.272
O 1.591 -1.501 -4.499  0.044
H 0.327 -0.858 5.055  0.057
H 0.636 -4.793 2.645  0.100
H 2.404 -4.312 2.890  0.118
H -0.890 -5.511 -0.784  0.115
H -0.572 -5.400 1.047  0.091
H -1.737 -2.994 1.059  0.118
H -2.190 -3.190 -0.725  0.106
H -3.219 -5.226 1.663  0.111
H -3.895 -5.053 -0.144  0.110
H -3.880 -2.499 1.809  0.114
H -5.104 -3.855 2.104  0.103
H -5.418 -3.449 -0.834  0.108
H -5.014 -1.743 -0.171  0.114
H -7.379 -3.517 1.134  0.114
H -7.008 -1.712 1.422  0.117
H -7.479 -2.320 -1.641  0.115
H -8.893 -2.772 -0.531  0.112
H -7.515 0.065 -0.263  0.126
H -9.017 -0.219 -1.402  0.121
H -11.114 0.485 1.283  0.101
H -10.508 0.997 -0.391  0.090
H -9.667 1.653 1.169  0.096
H 0.095 -3.802 -3.599  0.082
H -1.137 -2.937 -2.778  0.091
H 3.631 -2.422 2.730  0.100
H 4.859 -2.022 1.387  0.120
H 2.837 0.330 1.551  0.114
H 3.276 -0.195 3.280  0.103
H 5.787 -0.066 1.350  0.093
H 5.652 0.299 3.159  0.113
H 6.092 2.505 1.871  0.119
H 4.796 2.105 0.603  0.104
H 4.379 2.890 3.703  0.113
H 2.914 2.379 2.631  0.093
H 4.217 5.126 2.717  0.114
H 4.441 4.374 0.981  0.103
H 1.728 5.104 2.427  0.113
H 1.712 3.582 1.295  0.106
H 2.112 4.698 -0.708  0.120
H 3.246 6.048 0.085  0.105
H 0.913 6.823 1.336  0.112
H 1.276 7.481 -0.424  0.114
H -0.343 5.699 -1.413  0.122
H -0.276 4.691 0.188  0.128
H -3.233 7.430 -0.349  0.098
H -2.970 5.700 -1.032  0.098
H -2.013 7.216 -1.730  0.101
H 5.177 -1.825 -2.789  0.139
H 4.620 -1.747 -4.579  0.136
H 6.702 -0.045 -3.143  0.109
H 5.355 0.380 -6.036  0.087
H 7.087 0.865 -5.587  0.079
H 6.615 -0.989 -5.742  0.088